# 1
The following is a DFT calculation (ωB97M-V/def2-TZVPD) of a 2-piece molecular cluster, C4H7N2S overall in a non-equilibrium geometry.

For the total energy, the calculation gives -18064.7927 eV. Its LUMO energy (spin up / spin down) is -5.1 / -5.1 eV. As for the HOMO energy (spin up / spin down): -12.346 / -12.351 eV. As for the charge: +1. As for the orbital gap (spin up / spin down): 7.256 / 7.277 eV.

Atoms and positions in Å:
C (-0.50630, -0.14534, 1.04338)
C (-1.64656, -0.63405, 0.34722)
C (1.68678, 0.93773, 1.21995)
C (1.64923, -0.82304, -1.49568)
N (0.50529, 0.41347, 1.22943)
N (-1.78247, 0.22112, -0.85827)
S (2.75692, -0.05114, -0.74703)
H (-1.34662, -1.68271, 0.00160)
H (-2.53074, -0.58468, 0.90658)
H (1.81878, 1.93338, 0.81266)
H (2.37633, 0.67122, 2.01806)
H (1.41652, -1.40048, -2.34025)
H (-2.44161, -0.06911, -1.50264)
H (-1.95554, 1.21362, -0.63502)

---

# 2
The following is a DFT calculation (ωB97M-V/def2-TZVPD) of C52H46N7OS6Sn as an isolated structure.

For the total energy, the calculation gives -137980.5015 eV. Its LUMO energy is -2.3 eV. As for the HOMO energy: -9.048 eV. As for the charge: +1. As for the orbital gap: 6.724 eV.

Atoms and positions in Å:
Sn (-0.03786, -0.24915, 0.80841)
O (2.89811, 0.35777, 0.99236)
C (3.22282, 1.68543, 0.55400)
C (3.29162, 2.68475, 1.70254)
C (1.94051, 2.86028, 2.42889)
C (0.92353, 3.55098, 1.54887)
C (0.97962, 4.93298, 1.36507)
C (0.13715, 5.53426, 0.44762)
C (-0.75334, 4.74286, -0.26431)
C (-0.77348, 3.38647, -0.00040)
N (0.03741, 2.79671, 0.88742)
H (3.60165, 0.04169, 1.57097)
H (2.42700, 1.96822, -0.13584)
H (4.16210, 1.67236, -0.00270)
H (3.62334, 3.64759, 1.30486)
H (4.04587, 2.34490, 2.41816)
H (2.09088, 3.44519, 3.33838)
H (1.57145, 1.87840, 2.71246)
H (1.68677, 5.51752, 1.94187)
H (0.17934, 6.60405, 0.28274)
H (-1.42514, 5.17033, -0.99795)
H (-1.46147, 2.72402, -0.51868)
N (-1.84324, 0.02776, -0.47036)
S (-3.28680, -0.21144, -0.38117)
N (-3.88115, -1.64221, -0.92821)
S (-3.47968, -3.07577, -0.52622)
N (-2.09498, -3.45841, -0.00290)
S (-0.53674, -3.34291, -0.52524)
N (0.24316, -2.12501, -0.32831)
C (0.06841, -4.77040, 0.34296)
C (-0.59148, -5.99373, 0.30321)
C (-0.07853, -7.05080, 1.03477)
C (1.06870, -6.87069, 1.80235)
C (1.70381, -5.63812, 1.84406)
C (1.20515, -4.57520, 1.10462)
C (-0.58904, -3.74406, -2.26308)
C (-0.23058, -4.97411, -2.79207)
C (-0.22918, -5.12958, -4.17317)
C (-0.57206, -4.06596, -4.99577)
C (-0.91981, -2.83551, -4.44853)
C (-0.92848, -2.66749, -3.07511)
C (-3.93463, -4.02761, -1.95488)
C (-4.23215, -3.42436, -3.16171)
C (-4.50678, -4.23427, -4.25500)
C (-4.47626, -5.61462, -4.12592)
C (-4.18874, -6.20520, -2.89782)
C (-3.91853, -5.41038, -1.79982)
C (-4.57181, -3.72518, 0.71474)
C (-4.09618, -4.02252, 1.98021)
C (-5.00364, -4.45763, 2.93702)
C (-6.34628, -4.59330, 2.61746)
C (-6.80202, -4.30066, 1.33408)
C (-5.91346, -3.86054, 0.36994)
C (-4.17840, 0.84960, -1.50384)
C (-3.48065, 1.27800, -2.62251)
C (-4.09315, 2.15838, -3.49877)
C (-5.38008, 2.61506, -3.24174)
C (-6.06798, 2.17803, -2.11812)
C (-5.46988, 1.28599, -1.23955)
C (-4.05126, 0.09502, 1.19533)
C (-3.43577, 1.04535, 1.99749)
C (-3.95101, 1.28759, 3.25814)
C (-5.06244, 0.57958, 3.70286)
C (-5.68776, -0.34480, 2.87561)
C (-5.18753, -0.58608, 1.60398)
H (-1.49353, -6.10914, -0.28451)
H (-0.57472, -8.01249, 1.01264)
H (1.46426, -7.70116, 2.37333)
H (2.58757, -5.50397, 2.45355)
H (1.67051, -3.59655, 1.11126)
H (0.06749, -5.79272, -2.15097)
H (0.05851, -6.07988, -4.60438)
H (-0.55947, -4.19463, -6.07147)
H (-1.17064, -2.00534, -5.09713)
H (-1.16557, -1.70892, -2.61873)
H (-4.25126, -2.34318, -3.23192)
H (-4.74206, -3.78342, -5.21087)
H (-4.68507, -6.23969, -4.98495)
H (-4.17836, -7.28305, -2.79912)
H (-3.71791, -5.84525, -0.82740)
H (-3.04548, -3.89895, 2.20842)
H (-4.65200, -4.68711, 3.93514)
H (-7.04714, -4.93387, 3.36896)
H (-7.84915, -4.41695, 1.08524)
H (-6.25217, -3.61899, -0.63126)
H (-2.46598, 0.93050, -2.77962)
H (-3.56170, 2.50184, -4.37665)
H (-5.84364, 3.32714, -3.91221)
H (-7.06918, 2.53556, -1.91601)
H (-5.99834, 0.94952, -0.35821)
H (-2.55243, 1.56795, 1.64411)
H (-3.47842, 2.01868, 3.90166)
H (-5.44537, 0.74883, 4.70168)
H (-6.56339, -0.88223, 3.21742)
H (-5.67257, -1.29190, 0.94444)
S (0.83292, 1.37986, 6.96991)
C (0.13382, 0.23387, 6.01632)
S (-0.31574, 0.57164, 4.35792)
C (-0.79281, -1.09581, 4.11676)
N (-0.67206, -1.80734, 5.17795)
N (-0.17278, -1.07661, 6.24658)
C (0.03059, -1.82857, 7.45722)
C (0.09075, -1.22252, 8.70676)
C (0.27259, -2.00407, 9.84036)
C (0.38665, -3.38020, 9.74775)
C (0.30785, -3.98339, 8.49980)
C (0.13175, -3.21845, 7.35949)
S (-1.39831, -1.69697, 2.61415)
H (-0.00819, -0.15563, 8.80289)
H (0.31732, -1.52098, 10.80817)
H (0.53053, -3.97897, 10.63838)
H (0.38165, -5.05996, 8.40970)
H (0.06370, -3.68593, 6.38961)

---

# 3
The following is a DFT calculation (ωB97M-V/def2-TZVPD) of C21H32F3N6PSSeSiTi as an isolated structure.

For the total energy, the calculation gives -155853.1769 eV. Its LUMO energy (spin up / spin down) is -3.6 / -3.6 eV. As for the HOMO energy (spin up / spin down): -10.492 / -10.979 eV. As for the charge: +1. Its multiplicity is 2. As for the orbital gap (spin up / spin down): 6.873 / 7.391 eV.

Atoms and positions in Å:
Ti (-0.07897, 0.32472, 0.63171)
N (2.79616, 0.39606, 3.97903)
C (2.58232, -0.02083, 2.73337)
N (1.39549, 0.40082, 2.33898)
C (0.92421, 1.09086, 3.42738)
N (1.74727, 1.10332, 4.44327)
C (-0.41211, 1.68187, 3.39975)
C (-0.91588, 2.54157, 4.36257)
N (-2.14069, 3.04259, 4.25660)
C (-2.86276, 2.68465, 3.20527)
C (-2.37174, 1.81894, 2.23222)
N (-1.14412, 1.32994, 2.33724)
H (3.60673, 0.24991, 4.56063)
H (3.28590, -0.60002, 2.15884)
H (-0.32497, 2.83107, 5.22200)
H (-3.86181, 3.09214, 3.11707)
H (-2.95468, 1.52727, 1.36958)
F (-2.26959, -3.97310, -1.62499)
C (-2.96631, -3.87434, -0.48370)
F (-4.01935, -3.08542, -0.72056)
F (-3.43563, -5.09545, -0.19972)
C (-2.10869, -3.34484, 0.63635)
C (-1.89265, -4.09195, 1.77402)
C (-1.08950, -3.59171, 2.79881)
C (-0.50396, -2.36127, 2.61860)
N (-0.69212, -1.63718, 1.50972)
C (-1.51012, -2.07721, 0.53272)
S (-1.68959, -0.92271, -0.74846)
H (-2.35410, -5.06519, 1.86986)
H (-0.92280, -4.15379, 3.70525)
H (0.14668, -1.92879, 3.37012)
C (-1.74101, 1.52592, -3.53580)
Si (-1.90476, 2.71566, -2.09993)
C (-1.75277, 4.49473, -2.64211)
C (-3.52130, 2.41011, -1.20117)
Se (-0.12466, 2.36821, -0.67279)
H (-2.66350, 1.50963, -4.12056)
H (-1.55210, 0.50759, -3.19182)
H (-0.92562, 1.81516, -4.20097)
H (-2.52886, 4.74422, -3.36909)
H (-0.78422, 4.68156, -3.10807)
H (-1.85469, 5.17378, -1.79431)
H (-4.37058, 2.64021, -1.84807)
H (-3.60633, 3.03602, -0.31039)
H (-3.60459, 1.36031, -0.90863)
C (3.01738, -3.30506, -1.33967)
C (1.86406, -2.56202, -0.67469)
P (1.77642, -0.74627, -0.95281)
C (1.38097, -0.63433, -2.74352)
C (1.86112, 0.62741, -3.45368)
C (3.51902, -0.18910, -0.80605)
C (3.66524, 1.30834, -0.54726)
H (2.91210, -4.37995, -1.19479)
H (3.98170, -3.00982, -0.92553)
H (3.05110, -3.12583, -2.41460)
H (1.86161, -2.73258, 0.40648)
H (0.90048, -2.94161, -1.03190)
H (0.29729, -0.73461, -2.81782)
H (1.81201, -1.51739, -3.22279)
H (1.50348, 1.52982, -2.95856)
H (1.48595, 0.63668, -4.47694)
H (2.94964, 0.66985, -3.50680)
H (4.05984, -0.48632, -1.70808)
H (3.97518, -0.77240, 0.00118)
H (3.25098, 1.89594, -1.36461)
H (4.71428, 1.58167, -0.43377)
H (3.13256, 1.61254, 0.35638)